1.
# C25H42BCl21FN4O7S

8 unconnected molecules or ions with the total composition C25H42BCl21FN4O7S at a distorted geometry (ωB97M-V/def2-TZVPD, OMol25).

Last column: Mulliken charge in e.
Element x y z (Å)
C (4.2131, 6.1410, 1.2041)  -1.085
C (4.1615, 4.7731, 0.4581)  0.512
O (3.7659, 5.0168, -0.8930)  -0.414
C (3.4662, 3.8176, -1.5784)  -0.196
C (2.1247, 3.9709, -2.3703)  -0.745
N (1.3150, 2.7481, -2.3651)  -0.021
C (0.6716, 2.2733, -1.3110)  -0.223
N (0.0004, 1.0723, -1.5266)  -0.306
C (0.0011, 0.2255, -0.3073)  2.609
C (-0.8827, -0.9987, -0.6209)  -2.202
O (-0.9061, -1.9206, 0.4677)  -0.361
C (-0.9039, -3.2683, 0.0115)  -0.368
C (1.4556, -0.2071, 0.1274)  -1.510
B (2.1051, -1.3933, -0.7124)  1.161
O (1.9163, -1.6265, -2.0885)  -0.581
O (2.8942, -2.2772, 0.0009)  -0.513
C (-0.5482, 1.0519, 0.9154)  -0.579
C (-2.1174, 1.2008, 0.9018)  -1.483
C (-2.7144, 1.9656, -0.3146)  -0.692
O (-3.4494, 1.1229, -1.2164)  -0.632
C (0.1991, 2.3766, 1.0965)  1.749
C (1.4374, 2.3148, 2.0951)  -1.673
S (1.1950, 1.4019, 3.6461)  -0.226
C (2.6263, 0.2297, 3.6590)  0.064
C (3.0355, -0.1793, 5.0987)  -1.178
C (-0.6883, 3.5129, 1.7012)  -1.049
O (-0.8170, 3.6521, 2.8488)  -0.511
N (-1.4445, 4.4292, 0.8183)  0.238
C (-1.0163, 5.7783, 1.0460)  0.433
O (-1.4229, 6.4554, 1.8710)  -0.332
F (-0.0814, 6.1769, 0.1664)  -0.211
N (0.7763, 2.9522, -0.1535)  0.810
H (4.0776, 6.9939, 0.5189)  0.271
H (3.4225, 6.2115, 1.9722)  0.309
H (5.2126, 6.2597, 1.6570)  0.273
H (3.4742, 4.0803, 0.9895)  -0.416
H (5.1664, 4.3008, 0.5112)  0.372
H (3.4186, 2.9333, -0.9121)  0.162
H (4.2692, 3.6234, -2.3177)  0.427
H (1.5618, 4.8005, -1.8963)  0.231
H (2.3403, 4.3003, -3.3981)  0.401
H (1.2617, 2.2467, -3.2449)  0.331
H (0.5350, 0.5402, -2.2228)  0.731
H (-0.5925, -1.4881, -1.5758)  0.497
H (-1.9440, -0.7142, -0.7885)  0.713
H (-1.3611, -3.3959, -0.9911)  0.351
H (-1.5225, -3.8935, 0.6854)  0.332
H (0.1021, -3.7413, 0.0342)  -0.037
H (2.1757, 0.6353, 0.1055)  -0.245
H (1.4179, -0.5480, 1.1784)  -0.102
H (1.4862, -2.4981, -2.1456)  0.134
H (3.2541, -2.9757, -0.5725)  0.097
H (-0.4025, 0.3442, 1.7536)  0.710
H (-2.6038, 0.2052, 0.9011)  0.798
H (-2.4812, 1.6570, 1.8455)  0.543
H (-3.4432, 2.7036, 0.0891)  0.251
H (-1.9910, 2.5568, -0.9008)  0.363
H (-3.1386, 1.3567, -2.1013)  0.410
H (2.3624, 1.9711, 1.6086)  0.396
H (1.6252, 3.3754, 2.3683)  0.523
H (3.4773, 0.7728, 3.1999)  0.285
H (2.4578, -0.6612, 3.0300)  0.164
H (2.1928, -0.3726, 5.7784)  0.351
H (3.7209, 0.5969, 5.4865)  0.295
H (3.6639, -1.0874, 5.0050)  0.356
H (-2.3905, 4.4238, 1.2181)  -0.195
H (0.7095, 3.9644, -0.2271)  0.307
C (-1.6701, -6.8313, -2.1526)  -0.047
Cl (-0.4415, -5.6619, -2.6595)  -0.025
Cl (-2.7157, -6.1254, -0.9115)  -0.100
Cl (-2.6187, -7.3760, -3.5332)  -0.103
H (-1.1667, -7.6907, -1.7241)  0.301
C (3.9617, -5.7406, -2.8467)  0.040
Cl (5.0912, -5.6709, -4.1954)  -0.105
Cl (4.6749, -5.0588, -1.3803)  -0.136
Cl (2.4689, -4.8820, -3.2373)  -0.085
H (3.7226, -6.7804, -2.6544)  0.288
C (-5.6378, 4.8511, 2.6219)  -0.048
Cl (-5.6420, 3.0902, 2.4634)  -0.112
Cl (-3.9876, 5.4805, 2.5059)  -0.030
Cl (-6.6714, 5.5889, 1.3995)  -0.115
H (-6.0292, 5.1063, 3.6001)  0.389
C (-5.9961, -8.3642, -1.4792)  0.195
Cl (-4.8272, -9.5515, -0.8929)  -0.114
Cl (-6.3199, -8.6076, -3.1993)  -0.108
Cl (-7.4909, -8.4515, -0.5460)  -0.129
H (-5.5708, -7.3751, -1.3508)  0.143
C (-9.5252, -9.7213, -5.7289)  0.448
Cl (-8.9380, -11.1218, -6.6329)  -0.117
Cl (-9.8749, -8.3782, -6.8217)  -0.120
Cl (-10.9561, -10.1452, -4.7863)  -0.117
H (-8.7462, -9.4065, -5.0418)  -0.091
C (0.4328, -6.3188, 2.8303)  -0.137
Cl (1.1763, -4.8492, 3.4665)  -0.084
Cl (-1.2119, -6.5008, 3.4416)  -0.117
Cl (0.4380, -6.2979, 1.0620)  -0.024
H (1.0170, -7.1691, 3.1626)  0.387
C (6.2760, 9.6455, 1.1969)  -0.008
Cl (7.4669, 8.4881, 1.7990)  -0.116
Cl (6.0021, 9.4128, -0.5327)  -0.112
Cl (4.7598, 9.5016, 2.0914)  -0.108
H (6.6667, 10.6450, 1.3482)  0.344

Values from the calculation:
Gap between HOMO and LUMO (eV): 8.805
Charge: +1

2.
# C29H27BrFNO6P2

2 unconnected molecules or ions with the total composition C29H27BrFNO6P2 at a distorted geometry (ωB97M-V/def2-TZVPD, OMol25).

Last column: Mulliken charge in e.
Element x y z (Å)
C (-1.7428, 1.7615, -7.8412)  -0.553
C (-2.0933, 0.9369, -6.6775)  -0.402
C (-2.7033, 1.7111, -5.4226)  0.341
C (-4.1087, 2.4029, -5.4338)  -0.586
C (-4.6813, 3.1533, -4.1775)  -0.572
C (-3.8157, 3.2469, -2.8738)  0.094
P (-4.5609, 4.1476, -1.3938)  0.286
N (-5.6967, 3.2084, -0.7301)  -0.748
C (-2.4077, 2.5735, -2.8310)  0.340
C (-1.8928, 1.8045, -4.1051)  0.211
C (-0.4497, 1.1019, -3.9254)  -0.054
O (0.4441, 1.1228, -4.8038)  -0.570
C (-0.2458, 0.4129, -2.4784)  0.169
C (0.3943, -0.9745, -2.2668)  0.286
C (0.9222, -1.8603, -3.5154)  -0.509
Br (-0.3234, -3.4486, -3.6303)  -0.134
C (2.3902, -2.4650, -3.2567)  -0.506
C (3.4714, -1.3792, -2.7773)  -0.987
C (0.5009, -1.5570, -0.8190)  -0.462
C (-0.0149, -0.8087, 0.4479)  -0.020
C (0.1092, -1.4843, 1.9008)  0.003
C (1.1639, -0.9682, 2.9326)  -0.209
C (1.2215, -1.6269, 4.3404)  -0.383
C (0.2875, -2.7809, 4.7744)  -0.233
C (-0.7468, -3.3262, 3.7586)  -0.549
C (-0.8170, -2.6608, 2.3398)  -0.419
C (-0.6663, 0.6168, 0.2446)  0.449
P (-1.2995, 1.5209, 1.7852)  0.215
C (0.1927, 2.6169, 2.3059)  -0.928
O (-2.6675, 2.5137, 1.4279)  -0.401
C (-0.7652, 1.1790, -1.2013)  0.405
C (-1.4571, 2.6010, -1.5244)  0.040
O (-1.2518, 3.6433, -0.8591)  -0.506
H (-0.7166, 2.2842, -7.8772)  0.245
H (-2.4841, 1.9345, -8.6950)  0.260
H (-1.9218, -0.2051, -6.6461)  0.353
H (-4.7195, 2.3135, -6.3989)  0.323
H (-5.7354, 3.6082, -4.2527)  0.299
H (-5.2047, 5.3435, -1.8452)  0.094
H (-3.5403, 4.5171, -0.4627)  0.043
H (-5.3873, 3.0752, 0.2531)  0.269
H (0.8106, -1.3014, -4.5036)  0.487
H (2.7853, -2.9868, -4.2057)  0.408
H (2.3097, -3.2707, -2.4383)  0.283
H (3.9553, -0.8772, -3.6854)  0.293
H (3.0759, -0.6107, -2.0309)  0.242
H (4.3152, -1.9500, -2.2426)  0.322
H (0.9501, -2.5968, -0.6334)  0.252
H (1.8924, -0.1209, 2.7073)  0.345
H (1.9951, -1.2704, 5.1157)  0.244
H (0.3051, -3.2647, 5.8167)  0.330
H (-1.4483, -4.1676, 4.0625)  0.315
H (-1.5785, -3.0768, 1.6066)  0.348
H (0.2101, 2.7114, 3.4486)  0.315
H (0.1624, 3.6499, 1.7856)  0.331
H (1.1641, 2.0724, 2.0141)  0.232
H (-2.4621, 3.3977, 1.8096)  0.291
C (5.0833, -3.3676, 7.3711)  -0.439
C (5.0410, -1.8728, 7.3679)  0.310
O (3.7162, -1.5886, 6.9663)  -0.271
C (2.9711, -2.6443, 7.3994)  0.645
O (1.7777, -2.6357, 7.4807)  -0.519
O (3.7529, -3.7084, 7.7354)  -0.304
F (5.8901, -1.3637, 6.4441)  -0.284
H (5.3082, -3.7852, 6.3857)  0.281
H (5.8010, -3.7626, 8.0915)  0.269
H (5.2360, -1.4149, 8.3420)  0.284

Values from the calculation:
Gap between HOMO and LUMO (eV): 6.205

3.
# C6H18CuO7P

A molecular structure, C6H18CuO7P at a distorted geometry (ωB97M-V/def2-TZVPD, OMol25).

Last column: Mulliken charge in e.
Element x y z (Å)
Cu (-0.6654, -1.1980, 3.0024)  0.130
O (1.3628, -1.4872, 3.8914)  -0.789
H (2.1491, -1.6962, 3.3505)  0.048
O (-1.6541, -3.0928, 4.2165)  -0.829
H (-1.5890, -4.0300, 4.4845)  0.031
O (-1.5726, -0.3015, 4.9868)  -0.747
H (-2.1365, 0.3671, 5.4221)  0.005
C (-3.3736, 1.8197, -1.4401)  -0.946
C (-3.0516, 0.4263, -0.9943)  -0.387
O (-1.8244, -0.1477, -1.5865)  -0.368
P (-0.4162, -0.1639, -0.7581)  0.303
O (-0.5523, -0.5759, 0.6768)  0.100
O (0.5065, -1.1075, -1.6697)  -0.300
C (1.5504, -1.8945, -1.1118)  -0.287
C (2.7949, -1.7440, -1.9833)  -1.122
O (0.2622, 1.2832, -1.0337)  -0.128
C (1.4120, 1.6996, -0.3472)  0.061
C (1.8929, 2.8164, -1.2154)  -1.410
H (-3.4510, 1.8114, -2.5273)  0.250
H (-4.3423, 2.1240, -1.0436)  0.359
H (-2.5992, 2.5468, -1.1956)  0.238
H (-2.9904, 0.2609, 0.0813)  0.382
H (-3.8514, -0.2796, -1.2181)  0.316
H (1.8373, -1.6908, -0.0802)  0.311
H (1.2197, -2.9308, -1.0413)  0.360
H (3.6447, -2.3438, -1.6575)  0.397
H (2.6482, -2.0647, -3.0146)  0.285
H (3.1852, -0.7271, -1.9426)  0.239
H (1.2269, 2.1305, 0.6368)  0.274
H (2.1796, 0.9267, -0.3869)  0.146
H (2.9374, 3.0673, -1.0309)  0.413
H (1.9719, 2.4729, -2.2469)  0.346
H (1.2883, 3.7233, -1.2235)  0.319

Values from the calculation:
Energy above the lowest of the compared OMol25 structures with the same formula, charge and spin (kJ/mol): 0.0
Gap between HOMO and LUMO (eV): 2.805
Charge: -2

4.
# C26H22MoN6O3S

A molecular structure, C26H22MoN6O3S (ωB97M-V/def2-TZVPD, OMol25).

Last column: Mulliken spin population.
Element x y z (Å)
Mo (-0.0647, 0.0660, -0.4032)  1.104
C (-0.6051, 2.0698, 2.1165)  0.005
O (-0.5662, 0.6954, 1.6957)  0.001
C (-1.5571, -0.1441, 2.2012)  0.013
C (-2.3784, 0.1936, 3.2610)  -0.004
C (-3.3074, -0.7355, 3.7140)  0.010
C (-3.4087, -1.9850, 3.1228)  -0.003
C (-2.5800, -2.3223, 2.0656)  0.006
C (-1.6594, -1.3986, 1.5944)  -0.003
N (-0.7719, -1.6433, 0.5144)  0.055
N (-0.4521, -2.8652, 0.3262)  -0.048
C (0.5865, -3.1454, -0.4903)  0.003
C (1.6480, -2.2359, -0.7362)  -0.073
O (1.6505, -0.9897, -0.3379)  -0.018
C (2.8181, -2.7110, -1.3985)  0.006
C (2.9063, -3.9883, -1.8363)  -0.021
C (1.8577, -4.9356, -1.6180)  -0.002
C (1.9691, -6.2621, -2.0700)  -0.002
C (0.9625, -7.1638, -1.8310)  0.000
C (-0.1817, -6.7559, -1.1349)  -0.001
C (-0.3153, -5.4605, -0.6942)  -0.005
C (0.7062, -4.5254, -0.9227)  0.017
H (-0.3703, 2.1402, 3.1775)  0.002
H (0.1547, 2.5859, 1.5388)  -0.008
H (-1.5879, 2.4904, 1.9058)  0.000
H (-2.3035, 1.1557, 3.7448)  0.000
H (-3.9513, -0.4738, 4.5421)  0.000
H (-4.1334, -2.7000, 3.4861)  0.000
H (-2.6348, -3.2931, 1.5947)  0.000
H (3.6194, -1.9996, -1.5438)  -0.001
H (3.7937, -4.3177, -2.3632)  -0.001
H (2.8617, -6.5591, -2.6059)  0.000
H (1.0504, -8.1847, -2.1765)  0.000
H (-0.9737, -7.4681, -0.9444)  0.000
H (-1.2088, -5.1562, -0.1687)  -0.003
O (-1.8803, 0.9785, -0.6747)  -0.016
N (-2.6922, 0.5161, -1.6441)  0.000
C (-4.0018, 0.8527, -1.5505)  0.012
C (-4.8816, 0.4637, -2.5141)  -0.013
C (-4.4032, -0.2839, -3.6016)  0.012
C (-3.0764, -0.6102, -3.6743)  -0.015
C (-2.1805, -0.2096, -2.6662)  0.024
S (-0.5050, -0.5434, -2.6942)  -0.042
H (-4.2477, 1.4276, -0.6712)  0.001
H (-5.9222, 0.7339, -2.4224)  -0.001
H (-5.0817, -0.6060, -4.3792)  0.001
H (-2.6788, -1.1885, -4.4953)  -0.001
N (1.2612, 4.7012, -3.1840)  -0.001
C (1.5833, 3.8488, -2.1857)  -0.001
C (0.8039, 2.7004, -1.9268)  0.023
N (1.1153, 1.8823, -0.9354)  -0.035
C (2.2029, 2.1606, -0.1931)  0.029
C (2.9545, 3.2831, -0.4696)  -0.008
N (2.6534, 4.1299, -1.4472)  0.008
H (0.5416, 4.4812, -3.8467)  0.000
H (1.8934, 5.4555, -3.3873)  0.000
H (-0.0624, 2.4521, -2.5262)  -0.007
H (2.4649, 1.4669, 0.5938)  -0.002
H (3.8309, 3.5124, 0.1235)  0.000

Values from the calculation:
Energy above the lowest of the compared OMol25 structures with the same formula, charge and spin (kJ/mol): 6.3
2S+1: 2
Gap between HOMO and LUMO (spin up / spin down) (eV): 6.706 / 6.168
Charge: +1